C4H10N2O | ωB97M-V/def2-TZVPD

Geometry as XYZ:
```
17
Properties=species:S:1:pos:R:3:forces:R:3
C -0.03590 0.89027 1.27912 0.7561 0.1065 0.4630
C 0.45152 -0.36635 0.53019 -0.5138 0.8161 -0.8755
C 0.68589 -0.09758 -1.00055 -0.6486 -0.1038 0.7181
C -0.22732 -0.94243 -1.85017 0.0216 0.0995 -0.1926
N -1.50506 -0.48117 -2.02424 0.5099 -0.3009 -0.0339
O 0.14624 -1.96978 -2.37632 0.0201 -0.1205 -0.1514
N 0.35849 0.95997 2.69937 -0.0549 -0.3787 -0.3218
H -1.11694 1.01912 1.24449 -0.0570 -0.0377 -0.2467
H 0.43889 1.75334 0.81123 -0.2206 0.1716 -0.0836
H 1.39941 -0.65213 0.96392 0.0366 -0.4492 0.2290
H -0.32112 -1.13059 0.60875 0.3834 -0.3917 0.3489
H 0.46311 0.95021 -1.20329 0.2669 0.1015 -0.1002
H 1.69704 -0.34804 -1.29992 0.0933 0.1198 0.0185
H -2.00875 -0.93864 -2.76674 -0.3808 0.1255 0.3015
H -1.85805 0.31122 -1.52112 -0.0992 0.0712 -0.2644
H 1.37307 0.93271 2.73691 -0.0224 0.0918 0.1069
H 0.05947 0.10988 3.16837 -0.0907 0.0789 0.0840
```
Positions in Å, forces in eV/Å.

Output
HOMO level: -9.50 eV
orbital gap: 10.352 eV
multiplicity: 1

***

C3H6O3 | ωB97M-V/def2-TZVPD

Geometry as XYZ:
```
12
Properties=species:S:1:pos:R:3:forces:R:3
O 3.18367 -3.38606 -3.92887 -0.4846 -0.3267 -0.8750
C 2.15695 -2.93447 -3.48879 2.0113 0.5076 1.8449
C 2.16303 -1.53010 -2.90373 -1.4489 0.2975 -0.4546
H 1.37352 -3.60922 -3.10743 -0.5221 0.0067 -0.6278
H 1.12863 -1.21431 -2.72245 0.1637 -0.0428 0.3339
H 2.59362 -0.73449 -3.50795 0.3636 -0.3929 -0.2774
H 2.71008 -1.58521 -1.96278 -0.0827 -0.0499 0.0565
O -2.27847 2.01561 4.67320 -0.0214 -0.0956 -0.4870
C -3.02353 2.95359 4.71424 0.4967 -0.1865 0.8491
O -3.58584 3.54078 3.65057 0.3936 -0.2736 0.0212
H -3.24430 3.40687 5.69152 -0.5175 0.3538 -0.4399
H -3.17737 3.07702 2.89246 -0.3518 0.2024 0.0561
```
Positions in Å, forces in eV/Å.

Output
HOMO level: -9.92 eV
orbital gap: 10.693 eV
multiplicity: 1

***

C10H15O10Pt | ωB97M-V/def2-TZVPD

Geometry as XYZ:
```
36
Properties=species:S:1:pos:R:3:forces:R:3
Pt 0.01737 0.16302 0.07123 -0.0512 -1.4136 -0.0801
C 3.51741 0.22103 -3.07735 -0.1409 -0.0663 -0.1986
C 2.82867 -0.38849 -1.84524 -0.6048 -1.3628 1.8053
O 1.84152 0.21034 -1.33725 -0.1891 1.3093 -0.9659
O 3.26859 -1.46347 -1.39975 0.8677 0.0077 -0.8765
H 2.76937 0.72764 -3.68962 0.1400 0.1704 -0.0274
H 3.99204 -0.58108 -3.64546 -0.1245 -0.0773 -0.0358
H 4.32607 0.90554 -2.80917 -0.1994 0.1892 0.2020
C -0.56340 -3.95046 -1.30235 -0.2981 -0.0770 0.2795
C -0.61419 -2.59414 -0.58866 -0.3181 1.6968 0.3251
O -1.57363 -1.83909 -0.85311 0.0289 -0.5785 -0.8262
O 0.29037 -2.24602 0.22352 0.4745 -0.4472 -0.1700
H -0.30625 -4.73045 -0.58175 -0.0013 -0.1125 -0.0997
H 0.13858 -3.99375 -2.13637 0.2554 0.2957 0.1866
H -1.56053 -4.09479 -1.72056 -0.0127 -0.2608 0.1007
C -2.06781 2.81505 -3.29943 1.0827 0.0660 0.0710
C -2.17596 1.81882 -2.14105 -0.8774 -2.0259 1.3392
O -1.16425 1.57587 -1.42772 0.8959 1.3265 -0.6538
O -3.26222 1.22133 -1.99774 -0.3275 0.8598 -0.7683
H -2.11146 3.85249 -2.95652 -0.3779 -0.0127 0.0658
H -2.81423 2.57935 -4.05412 -0.0911 0.2074 0.0072
H -1.05345 2.71331 -3.69945 -0.0872 -0.0531 -0.2363
C 2.17126 0.70508 3.97722 0.7307 1.7928 0.1533
C 1.88824 0.23759 2.60152 -1.3889 -3.2507 -4.0676
O 2.27573 -0.87893 2.20373 1.0319 0.1259 1.9703
O 1.19339 0.91871 1.76306 -0.0210 2.1706 1.6786
H 2.96224 1.44858 3.79164 0.1592 -0.0223 0.4026
H 2.57387 -0.06181 4.63010 -0.2312 -0.1647 -0.0450
H 1.36467 1.30180 4.40588 -0.2072 -0.3504 0.0885
C -2.52341 0.71630 3.59598 0.6138 -0.0567 0.3032
C -2.74027 0.25435 2.13334 0.4966 -1.1333 -0.5811
O -1.76802 0.39686 1.35000 -0.1328 0.7078 0.5646
O -3.78953 -0.36235 1.88842 -0.5592 0.3960 0.4672
H -2.83717 -0.10581 4.24411 -0.2881 0.1243 0.0480
H -3.03393 1.63861 3.88535 -0.2840 -0.0720 -0.1969
H -1.45970 0.86896 3.79755 0.0362 0.0918 -0.2298
```
Positions in Å, forces in eV/Å.

Output
HOMO level (alpha / beta): 1.54 / 1.20 eV
expectation value of S²: 2.00
net charge: -3
orbital gap (alpha / beta): 5.700 / 6.040 eV
multiplicity: 3

***

H18O9 | ωB97M-V/def2-TZVPD

Geometry as XYZ:
```
27
Properties=species:S:1:pos:R:3:forces:R:3
O -0.56822 2.54444 1.43700 -0.7515 0.8625 1.2890
H -0.58322 3.04044 2.29700 -0.3646 -0.6288 -1.1097
H -1.49522 2.37844 1.22200 0.0638 0.1364 -0.0058
O -0.86322 -2.49156 -1.88700 -0.1319 -0.5079 -1.1887
H -0.70722 -2.09556 -1.02600 0.2104 -0.6930 0.3363
H -0.69222 -3.45756 -1.95200 -0.0450 1.3082 0.8581
O -3.17422 -1.63956 0.62000 -0.5123 1.8066 -0.6978
H -3.22822 -1.28156 1.52000 0.0910 -0.2452 -0.2542
H -3.32822 -0.82156 0.05100 0.4457 -1.7264 0.9753
O -0.50422 -0.08156 0.26300 -0.1988 -2.0418 -2.5100
H -0.41022 0.40644 -0.56500 0.0005 -0.0418 -0.3027
H -0.49322 0.55844 0.90700 0.2298 2.3495 2.5210
O 2.34878 -1.88656 -0.83300 0.5565 -1.7114 -0.1329
H 2.11978 -2.28556 -1.68900 -0.1114 0.6745 0.5390
H 2.05078 -0.98456 -0.77800 -0.4352 0.6382 -0.5569
O 1.98778 2.21844 1.65500 1.7760 0.1327 0.3752
H 2.54378 2.88444 2.10100 -0.4766 -0.5484 -0.3509
H 1.07778 2.45744 1.76900 -0.3735 0.1042 -0.1751
O -0.13222 -2.23456 1.92800 -0.6280 -1.3818 0.3940
H -0.24622 -1.49956 1.35000 0.3446 1.3077 -0.7458
H -0.79622 -2.81356 1.51900 0.2512 -0.2114 0.5113
O 2.10078 0.82144 -0.92900 0.0825 0.1767 0.3954
H 2.16278 0.90644 0.05000 0.1802 0.3581 -0.7448
H 2.99778 0.89344 -1.29100 -0.3157 -0.0082 0.4023
O -1.05122 1.48244 -2.38700 0.1326 -1.5406 -0.8131
H -0.71022 0.79344 -3.03500 -0.4190 1.4880 1.2443
H -0.40622 2.18744 -2.31700 0.3984 -0.0568 -0.2526
```
Positions in Å, forces in eV/Å.

Output
HOMO level: -10.20 eV
orbital gap: 9.977 eV
multiplicity: 1

***

C2HFO2Sn | ωB97M-V/def2-TZVPD

Geometry as XYZ:
```
7
Properties=species:S:1:pos:R:3:forces:R:3
C 0.83712 0.21266 0.07978 0.8841 -0.2226 0.1430
C 1.08979 -0.81855 0.87160 -0.0567 0.1554 0.3118
O 1.33659 -1.70458 1.57327 -0.1973 0.3920 -0.5446
Sn -2.05804 0.87110 -0.46217 -5.8865 3.3898 1.4112
F -0.32827 0.99766 0.35840 5.8559 -0.3768 2.0805
H 1.53990 0.62969 -0.63451 -0.4428 -0.1741 0.1840
O -2.41708 -0.18798 -1.78637 -0.1567 -3.1638 -3.5859
```
Positions in Å, forces in eV/Å.

Output
HOMO level: -8.45 eV
orbital gap: 6.992 eV
multiplicity: 1

***

C5H12N3 | ωB97M-V/def2-TZVPD

Geometry as XYZ:
```
20
Properties=species:S:1:pos:R:3:forces:R:3
C -1.38462 -1.64908 1.44312 -0.9148 -0.1182 -3.7075
C 1.26768 2.15754 0.31241 -0.2452 1.8812 0.4223
C 0.91606 1.12796 1.33181 -0.2813 -0.4416 0.5888
C 1.10231 0.72436 -0.13543 1.2995 1.8848 1.2489
C -0.12699 -0.78670 -1.62070 0.0908 -1.1572 1.5499
N -1.21139 -1.63244 2.54481 1.3975 0.2858 4.5276
N -1.55801 -1.43534 -1.20116 2.6619 1.5917 1.3077
N 0.15105 0.46090 -1.10790 -2.0448 0.5192 -0.8154
H -0.03698 1.25104 -1.67841 -0.3531 0.4071 -0.5679
H 0.46446 2.89497 0.00148 1.0134 -0.9428 0.6842
H 2.27727 2.59830 0.46302 -0.8115 -0.3868 -0.8757
H 1.66563 0.73933 2.06683 -0.6866 0.6448 -0.8270
H -0.06689 1.36428 1.76485 0.2409 -0.8942 -0.3737
H 2.10810 0.59394 -0.43811 1.0346 -1.7515 0.0832
H 0.64973 -1.42164 -1.20704 -0.2992 -0.7802 0.0799
H -0.12066 -0.93295 -2.67169 -0.0113 0.4666 -1.0713
H -0.73219 -1.48641 3.41287 -0.3242 -0.1520 0.3243
H -1.57590 -2.25914 -1.75077 -0.6114 -1.2147 -0.3222
H -2.22963 -0.77244 -1.51333 -0.9578 0.4393 -0.3426
H -1.55903 -1.53650 -0.01668 -0.1976 -0.2813 -1.9136
```
Positions in Å, forces in eV/Å.

Output
HOMO level: -12.99 eV
net charge: +1
orbital gap: 10.346 eV
multiplicity: 1